{"formula": "C2H4ClI", "method": "ωB97M-V/def2-TZVPD", "elements": ["C", "C", "Cl", "I", "H", "H", "H", "H"], "positions_angstrom": [[1.456639, -0.330779, 0.137264], [-2.535802, 0.729005, -0.909262], [-2.089420, 1.987986, -0.023334], [-2.644463, -1.105628, 0.175194], [2.127592, 0.535327, 0.355151], [2.082075, -1.226048, 0.075636], [0.761326, -0.360268, 0.974621], [0.842052, -0.229598, -0.785270]], "forces_ev_per_a": [[0.11, 0.68, -0.07], [-0.70, -2.01, -1.42], [0.66, 1.63, 1.44], [0.05, 0.36, -0.02], [-0.57, -0.53, -0.65], [-0.31, 0.07, 0.11], [0.04, -0.39, 0.07], [0.72, 0.17, 0.53]], "lowdin_charge": [-0.069, -1.135, 0.545, 0.610, 0.028, 0.015, -0.010, 0.016], "de_lowest_kj_mol": 309.9, "orbital_gap_ev": 7.8, "total_energy_ev": -22758.518, "spin_multiplicity": 1}


{"formula": "C12H24F12N2O12S4Zr", "method": "ωB97M-V/def2-TZVPD", "elements": ["Zr", "C", "F", "F", "F", "S", "O", "O", "N", "S", "O", "O", "C", "F", "F", "F", "C", "F", "F", "F", "S", "O", "O", "N", "S", "O", "O", "C", "F", "F", "F", "C", "C", "O", "H", "H", "H", "H", "H", "H", "C", "C", "O", "H", "H", "H", "H", "H", "H", "C", "C", "O", "H", "H", "H", "H", "H", "H", "C", "C", "O", "H", "H", "H", "H", "H", "H"], "positions_angstrom": [[6.250037, -35.126317, -5.608476], [7.615310, -31.887967, -0.979475], [6.800283, -32.419082, -0.021916], [7.952415, -30.665613, -0.574731], [8.559879, -32.662264, -1.188593], [6.456887, -31.757802, -2.663116], [5.958005, -30.404367, -2.966170], [7.148110, -32.450762, -3.757323], [5.410437, -33.077436, -2.761176], [4.177845, -32.409979, -1.815021], [4.484735, -31.304408, -0.932456], [2.967313, -32.211654, -2.594626], [3.698625, -33.753816, -0.510813], [4.709363, -33.794314, 0.371231], [2.626001, -33.285241, 0.120552], [3.554081, -34.928493, -1.113748], [5.359466, -40.701894, -5.717685], [5.964992, -40.394131, -4.635131], [6.173599, -41.206056, -6.635381], [4.311282, -41.455741, -5.531500], [4.642305, -39.105702, -6.401689], [3.320775, -39.268221, -6.982445], [4.626037, -38.097517, -5.335890], [5.851618, -38.176499, -7.346412], [5.509088, -38.862540, -8.853002], [5.030293, -40.240723, -8.890836], [4.724538, -37.932865, -9.652581], [7.293539, -39.031232, -9.746479], [7.114410, -39.459012, -11.004558], [7.961804, -37.820477, -9.709588], [8.012569, -39.944115, -9.099138], [8.825896, -37.948389, -0.934047], [7.894970, -36.899281, -1.430324], [8.176172, -36.793162, -2.783455], [8.898134, -38.895225, -1.469216], [8.675610, -38.043490, 0.141347], [9.807029, -37.499953, -0.777899], [8.039244, -35.921525, -0.970681], [6.845958, -37.190487, -1.376742], [8.990791, -37.297620, -2.842690], [11.570292, -32.934717, -7.373755], [10.543465, -33.864698, -8.027175], [9.881860, -34.509021, -6.929014], [11.142566, -32.011730, -6.982297], [12.415406, -32.869236, -8.059024], [11.920933, -33.433561, -6.470258], [11.022497, -34.680563, -8.568464], [9.957678, -33.295482, -8.748939], [10.634146, -34.866142, -6.451377], [0.489598, -35.170833, -8.563424], [1.609378, -34.249219, -8.112514], [2.398406, -34.705062, -7.005710], [-0.012649, -34.905261, -9.493645], [-0.273274, -35.120976, -7.786487], [0.839107, -36.198380, -8.663848], [1.072360, -33.344803, -7.826615], [2.055838, -33.876321, -9.034316], [1.714338, -34.908469, -6.363623], [6.928953, -30.420661, -8.907336], [5.764293, -31.290115, -8.392841], [6.118455, -32.677529, -8.412961], [7.749102, -30.516622, -8.195819], [6.804009, -29.337854, -8.912039], [7.392626, -30.768061, -9.830603], [4.900832, -30.998056, -8.990533], [5.366373, -31.198817, -7.382181], [6.302719, -32.849669, -9.339246]], "forces_ev_per_a": [[-0.05, -0.38, 0.10], [-4.06, 2.32, 2.28], [0.85, 0.45, -1.30], [-0.09, -1.15, -1.09], [2.53, -1.53, -1.05], [0.57, 1.61, -2.02], [1.18, -3.13, 1.15], [2.39, 0.12, -1.58], [-1.29, 1.55, 3.49], [-4.86, 1.45, -0.86], [1.10, -1.15, -0.44], [1.31, -1.00, 0.48], [0.66, -0.35, 1.66], [-0.87, -0.32, -0.94], [0.84, -0.87, -1.31], [-0.35, 0.87, 0.50], [-0.44, -0.40, -2.13], [0.82, 0.02, 1.28], [-0.09, -0.04, 0.72], [0.13, -0.31, 0.26], [-2.22, 4.52, 0.15], [2.31, -0.57, 0.28], [0.61, 0.09, 1.18], [-1.61, -3.06, -1.20], [0.55, 0.06, -3.41], [0.97, 1.46, 0.99], [0.94, -0.28, 1.13], [0.56, 0.38, -0.10], [-0.13, 1.03, 1.54], [-1.25, -1.78, -0.15], [-0.52, 0.69, -0.07], [0.82, 0.69, 2.70], [-0.92, -0.43, 0.40], [0.21, 0.73, -2.78], [-0.40, 0.13, 0.11], [-0.66, -0.99, 0.09], [0.51, 0.03, -0.99], [0.01, -0.11, 0.44], [-0.11, 0.01, 0.49], [0.21, 0.21, -0.92], [0.06, -0.83, -0.25], [1.42, 0.30, 0.43], [-1.80, -0.09, -0.10], [0.11, 0.21, -0.64], [0.04, 0.79, 0.22], [0.42, -0.15, -0.02], [0.25, 0.25, -0.32], [-0.85, -0.34, 0.53], [-0.20, -0.22, 0.36], [-0.22, -0.84, 0.98], [-1.41, 1.18, -1.28], [0.08, 0.14, -1.13], [0.39, 0.41, 0.00], [-0.26, -0.46, -0.03], [0.01, -0.07, 0.01], [0.04, 0.37, 0.61], [1.66, -0.55, 0.52], [0.04, -0.25, 0.47], [0.97, -0.27, 1.87], [-0.25, 1.08, -0.17], [-0.17, -0.35, -0.29], [0.22, -0.19, 0.23], [-0.72, -0.16, -0.38], [-0.66, -0.02, -0.33], [-0.28, -0.87, -0.44], [0.73, 0.93, 0.23], [0.18, -0.60, -0.16]], "lowdin_charge": [1.872, -0.613, 0.115, 0.203, 0.275, 0.720, -0.234, -0.375, -0.238, 0.662, -0.221, -0.237, -0.589, 0.154, 0.210, 0.176, -0.718, 0.228, 0.173, 0.221, 0.717, -0.226, -0.392, -0.214, 0.641, -0.237, -0.229, -0.551, 0.173, 0.096, 0.153, -0.081, -0.341, -0.115, 0.100, 0.096, 0.093, 0.113, 0.114, 0.070, -0.069, -0.288, -0.136, 0.082, 0.090, 0.068, 0.113, 0.112, 0.070, -0.071, -0.306, -0.057, 0.092, 0.079, 0.083, 0.119, 0.117, 0.089, -0.064, -0.296, -0.123, 0.063, 0.086, 0.080, 0.111, 0.107, 0.083], "de_lowest_kj_mol": 2328.7, "orbital_gap_ev": 2.0, "total_energy_ev": -117575.084, "spin_multiplicity": 1, "charge": 2}